[1]
The following is a quantum chemistry calculation of C5H5NO2 as an isolated structure, from the Open Molecules 2025 dataset.

Kohn-Sham gap: 0.3381 hartree
E_LUMO: -0.17 eV
DFT total energy: -10844.77776 eV
HOMO energy: -9.4 eV
Relative energy (zero: lowest compared OMol25 entry of this formula, charge and spin): 150.8 kcal per mole
Multiplicity: 1

Cartesian coordinates (Å):
C 0.699 1.884 0.158
C -0.323 0.913 0.298
C -1.577 0.645 -0.344
C 0.150 -0.438 0.755
C 1.238 -0.674 -0.393
H 0.190 2.768 -0.249
H 1.640 1.700 0.599
H -1.799 1.486 -1.198
H 0.257 -0.489 1.805
H 0.820 -0.885 -1.704
N -1.930 -0.504 -0.401
O -1.117 -1.260 0.359
O 2.527 -0.618 -0.270

***

[2]
The following is a quantum chemistry calculation of a 8-piece molecular cluster, C6H28N2O7 overall, from the Open Molecules 2025 dataset.

Kohn-Sham gap: 0.2771 hartree
SMILES: C/C(=C\N)C[C@H](C)N.O.O.O.O.O.O.O
E_LUMO: 0.11 eV
DFT total energy: -23987.88830 eV
HOMO energy: -7.4 eV
Relative energy (zero: lowest compared OMol25 entry of this formula, charge and spin): 31.3 kcal per mole
Multiplicity: 1

Cartesian coordinates (Å):
C 1.998 1.960 -0.087
C 1.081 2.037 1.093
C 0.810 3.198 1.708
N 1.364 4.400 1.249
C 0.867 0.733 1.868
C -0.683 0.417 1.859
C -1.271 0.788 3.244
N -0.883 -1.043 1.743
H 1.818 2.579 -0.970
H 3.031 2.191 0.216
H 1.995 0.926 -0.441
H 0.054 3.311 2.473
H 0.889 5.247 1.514
H 1.509 4.424 0.254
H 1.100 0.800 2.928
H 1.420 -0.117 1.489
H -1.252 0.889 1.062
H -1.543 1.844 3.200
H -2.180 0.267 3.531
H -0.520 0.684 4.024
H -0.595 -1.507 0.897
H -0.433 -1.443 2.554
O 1.761 -4.164 -1.131
H 2.286 -4.951 -1.332
H 1.358 -4.122 -2.003
O 1.446 -0.969 -1.163
H 2.354 -1.149 -1.433
H 1.103 -1.881 -1.132
O -1.384 3.535 -1.131
H -1.065 2.871 -1.742
H -1.763 3.019 -0.415
O 0.235 -0.555 -5.301
H -0.003 -0.203 -4.434
H 0.236 -1.490 -5.058
O -2.868 -3.160 0.063
H -3.684 -2.689 -0.118
H -2.860 -3.250 1.022
O -0.852 -0.569 -2.583
H -0.171 -1.070 -2.090
H -1.569 -0.572 -1.955
O -0.793 -3.685 -1.478
H -0.614 -4.084 -0.634
H -1.729 -3.447 -1.361

***

[3]
The following is a quantum chemistry calculation of a 12-piece molecular cluster, C28H60Cl12O6S2 overall, from the Open Molecules 2025 dataset.

Kohn-Sham gap: 0.3429 hartree
E_LUMO: -0.09 eV
DFT total energy: -214233.52381 eV
HOMO energy: -9.4 eV
Multiplicity: 1

Cartesian coordinates (Å):
C -1.655 4.956 2.216
S -1.316 3.163 2.098
O 0.031 3.017 1.417
C -0.949 2.890 3.878
H -1.876 5.300 1.201
H -0.810 5.540 2.603
H -2.531 5.055 2.875
H -0.175 3.586 4.190
H -0.485 1.910 3.886
H -1.899 2.831 4.429
C 0.487 3.157 -4.700
S -0.510 2.886 -3.264
O -0.314 1.461 -2.899
C 0.530 3.762 -2.023
H 0.647 4.227 -4.776
H -0.035 2.619 -5.495
H 1.475 2.699 -4.519
H 0.749 4.801 -2.231
H 1.465 3.207 -2.029
H 0.076 3.707 -1.038
C -4.525 -2.950 -1.765
C -4.251 -4.293 -2.439
O -4.185 -4.374 -3.634
C -4.003 -5.492 -1.560
H -5.598 -2.878 -1.626
H -4.035 -2.165 -2.331
H -4.128 -2.957 -0.734
H -3.020 -5.343 -1.130
H -4.012 -6.450 -2.105
H -4.668 -5.537 -0.688
C 0.158 -0.649 5.633
C 0.029 -2.091 5.967
O -0.816 -2.465 6.743
C 1.092 -2.997 5.413
H -0.334 -0.057 6.393
H -0.288 -0.495 4.627
H 1.197 -0.328 5.457
H 0.744 -4.051 5.416
H 1.944 -2.911 6.064
H 1.401 -2.753 4.390
C -5.127 2.669 -0.517
C -5.870 1.653 0.291
O -7.008 1.875 0.639
C -5.118 0.436 0.701
H -4.565 3.295 0.179
H -5.821 3.245 -1.107
H -4.414 2.170 -1.189
H -4.478 0.651 1.563
H -4.488 0.156 -0.148
H -5.779 -0.391 1.042
C 1.700 -2.802 -3.146
C 2.085 -3.949 -2.228
O 3.218 -4.361 -2.099
C 0.929 -4.563 -1.415
H 1.204 -3.145 -4.056
H 2.594 -2.291 -3.470
H 1.028 -2.113 -2.658
H 0.548 -3.722 -0.792
H 1.253 -5.407 -0.784
H 0.146 -4.842 -2.135
Cl 4.402 3.905 -3.618
C 5.349 2.561 -2.959
C 5.137 2.305 -1.485
Cl 3.436 1.874 -1.057
H 6.406 2.686 -3.166
H 5.029 1.642 -3.482
H 5.314 3.206 -0.914
H 5.746 1.504 -1.089
Cl -2.257 0.476 -6.954
C -2.341 0.056 -5.175
C -1.307 -0.843 -4.685
Cl -1.346 -2.515 -5.325
H -3.323 -0.383 -5.049
H -2.345 0.990 -4.658
H -1.242 -0.832 -3.611
H -0.346 -0.487 -4.993
Cl -1.303 -1.081 -0.627
C -0.374 0.403 -0.121
C 0.939 0.116 0.489
Cl 0.846 -0.945 1.906
H -1.058 0.936 0.516
H -0.197 0.986 -1.023
H 1.387 1.065 0.788
H 1.622 -0.328 -0.261
Cl -2.599 -6.374 2.063
C -1.133 -5.335 2.258
C -1.372 -3.914 1.686
Cl -2.568 -3.011 2.718
H -0.338 -5.870 1.752
H -0.951 -5.348 3.321
H -1.829 -3.949 0.698
H -0.475 -3.285 1.667
Cl 1.979 6.103 0.966
C 2.732 4.513 1.254
C 2.773 4.226 2.699
Cl 3.626 2.663 2.928
H 3.712 4.527 0.794
H 2.094 3.797 0.748
H 1.728 4.121 3.040
H 3.291 4.970 3.312
Cl 4.846 -2.461 1.795
C 4.873 -0.756 1.181
C 5.867 0.065 1.876
Cl 7.497 0.000 1.145
H 3.899 -0.309 1.343
H 5.000 -0.763 0.100
H 5.937 -0.103 2.936
H 5.596 1.094 1.691

***

[4]
The following is a quantum chemistry calculation of the molecule C7H8, from the Open Molecules 2025 dataset.

Kohn-Sham gap: 0.3733 hartree
SMILES: C#CC1=CCCC1
E_LUMO: 0.94 eV
DFT total energy: -7383.69545 eV
HOMO energy: -9.2 eV
Relative energy (zero: lowest compared OMol25 entry of this formula, charge and spin): 116.5 kcal per mole
Multiplicity: 1

Cartesian coordinates (Å):
C 1.678 -3.206 0.469
C 1.075 -2.148 0.155
C 0.192 -0.599 -0.149
C -0.788 -0.438 0.686
C -1.259 1.088 0.604
C -0.351 1.677 -0.504
C 0.589 0.575 -1.033
H 2.123 -4.024 0.904
H -1.297 -1.136 1.303
H -0.936 1.514 1.647
H -2.301 1.251 0.299
H -1.090 2.179 -1.265
H 0.337 2.318 0.016
H 0.269 0.375 -2.121
H 1.757 0.574 -1.012

***

[5]
The following is a quantum chemistry calculation of a 5-piece molecular cluster, C18H36Br2O8S4 overall, from the Open Molecules 2025 dataset.

Kohn-Sham gap: 0.3736 hartree
SMILES: O=S1(=O)CCCC1.O=S1(=O)CCCC1.O=S1(=O)CCCC1.O=S1(=O)CCCC1.BrCCBr
E_LUMO: 0.43 eV
DFT total energy: -219053.14258 eV
HOMO energy: -9.7 eV
Relative energy (zero: lowest compared OMol25 entry of this formula, charge and spin): 34.6 kcal per mole
Multiplicity: 1

Cartesian coordinates (Å):
O -10.080 -10.816 15.054
S -10.599 -10.665 16.392
O -11.667 -11.557 16.882
C -9.233 -10.634 17.391
C -8.705 -9.231 17.292
C -9.960 -8.356 17.456
C -11.133 -8.965 16.725
H -8.498 -11.428 17.147
H -9.576 -10.818 18.417
H -7.952 -9.029 18.095
H -8.276 -9.107 16.269
H -9.632 -7.343 17.110
H -10.267 -8.293 18.524
H -11.348 -8.578 15.731
H -12.052 -8.969 17.269
O -1.698 -8.926 16.594
S -2.272 -9.364 15.265
O -2.708 -10.738 15.045
C -3.749 -8.280 14.723
C -3.361 -7.930 13.266
C -2.276 -8.874 12.740
C -1.267 -9.003 13.879
H -3.740 -7.540 15.483
H -4.505 -9.013 14.825
H -4.212 -7.980 12.597
H -3.083 -6.867 13.149
H -1.799 -8.505 11.855
H -2.815 -9.823 12.635
H -0.696 -8.113 14.129
H -0.568 -9.914 13.792
O -5.674 -16.504 16.785
S -6.717 -17.467 17.112
O -6.421 -18.859 16.902
C -7.346 -16.993 18.799
C -8.704 -16.326 18.557
C -8.877 -15.942 17.074
C -8.219 -17.007 16.167
H -6.533 -16.406 19.184
H -7.413 -17.983 19.449
H -9.472 -17.121 18.740
H -8.963 -15.470 19.136
H -8.461 -14.913 16.827
H -9.950 -15.872 16.955
H -7.936 -16.542 15.225
H -8.818 -17.922 16.040
O -6.215 -11.613 19.353
S -5.460 -12.065 18.180
O -5.874 -11.836 16.821
C -3.783 -11.618 18.433
C -2.956 -12.963 18.232
C -3.869 -14.043 18.833
C -5.265 -13.848 18.316
H -3.783 -11.378 19.502
H -3.611 -10.777 17.842
H -2.808 -13.202 17.126
H -1.956 -12.830 18.729
H -4.017 -13.882 19.942
H -3.478 -15.052 18.622
H -6.082 -14.113 18.964
H -5.424 -14.314 17.358
Br -6.859 -10.928 12.462
C -6.507 -12.385 13.768
C -5.188 -12.974 13.330
Br -4.654 -14.207 14.691
H -7.360 -13.060 13.835
H -6.372 -11.908 14.741
H -4.339 -12.280 13.207
H -5.200 -13.586 12.435

***

[6]
The following is a quantum chemistry calculation of C20H28Cl5F3N4NaO3S as an isolated structure, from the Open Molecules 2025 dataset.

Kohn-Sham gap: 0.2692 hartree
E_LUMO: 2.10 eV
Net charge: -1
DFT total energy: -119316.47387 eV
HOMO energy: -5.2 eV
Relative energy (zero: lowest compared OMol25 entry of this formula, charge and spin): 11.9 kcal per mole
Multiplicity: 1

Cartesian coordinates (Å):
Na 0.133 0.341 1.185
C -1.434 -4.258 -2.148
N -0.167 -4.494 -1.471
C 0.816 -5.306 -2.158
C 0.207 -3.788 -0.369
O 1.282 -3.935 0.190
C -0.839 -2.807 0.148
O -0.356 -2.003 1.188
C -0.292 -2.645 2.448
C -0.260 -1.531 3.488
O 0.563 -0.631 3.353
N -1.117 -1.583 4.535
C -2.314 -2.414 4.526
C -1.164 -0.422 5.411
H -1.580 -5.053 -2.879
H -1.448 -3.298 -2.670
H -2.267 -4.298 -1.447
H 1.107 -4.845 -3.107
H 0.411 -6.300 -2.360
H 1.695 -5.393 -1.526
H -1.733 -3.354 0.474
H -1.147 -2.135 -0.652
H 0.630 -3.225 2.538
H -1.148 -3.311 2.557
H -2.071 -3.466 4.398
H -3.012 -2.098 3.747
H -2.802 -2.310 5.494
H -0.192 0.060 5.416
H -1.422 -0.745 6.420
H -1.908 0.296 5.055
Cl 2.885 0.382 -0.373
C 2.728 2.062 0.172
C 1.607 2.389 0.905
C 1.523 3.720 1.259
Cl 0.125 4.246 2.197
C 2.463 4.687 0.904
Cl 2.283 6.350 1.358
C 3.575 4.298 0.159
Cl 4.766 5.461 -0.310
C 3.718 2.962 -0.210
Cl 5.096 2.471 -1.142
C 1.607 3.698 -3.889
C 1.598 2.518 -2.934
N 0.995 1.315 -3.518
C 0.149 0.491 -2.836
S 0.283 -1.180 -3.009
N -0.789 1.049 -2.055
C -1.434 2.345 -2.278
C -1.478 3.217 -1.036
H 2.111 4.549 -3.428
H 0.594 4.000 -4.160
H 2.140 3.450 -4.809
H 1.072 2.761 -2.013
H 2.620 2.272 -2.639
H 1.634 0.766 -4.071
H -1.348 0.387 -1.532
H -2.455 2.143 -2.617
H -0.924 2.840 -3.100
H -1.985 2.699 -0.221
H -2.028 4.136 -1.250
H -0.479 3.483 -0.690
F -3.267 -1.383 1.259
C -3.151 0.018 1.305
F -2.366 0.158 2.488
F -2.036 0.192 0.332

***

[7]
The following is a quantum chemistry calculation of C12H26BeNO5P2S as an isolated structure, from the Open Molecules 2025 dataset.

Kohn-Sham gap (alpha / beta): 0.2450 / 0.2197 hartree
E_LUMO (alpha / beta): -5.41 / -5.63 eV
Net charge: +1
DFT total energy: -54402.00705 eV
HOMO energy (alpha / beta): -12.1 / -11.6 eV
Relative energy (zero: lowest compared OMol25 entry of this formula, charge and spin): 69.8 kcal per mole
Multiplicity: 1

Cartesian coordinates (Å):
Be -0.041 0.289 -0.141
P -2.278 0.423 -0.439
C -2.155 0.864 -2.134
C -0.883 1.261 -2.590
N 0.218 0.975 -1.789
C 1.436 1.370 -2.240
C 1.608 2.112 -3.411
C 0.502 2.435 -4.209
C -0.743 1.987 -3.798
C 2.655 1.038 -1.395
P 2.278 -0.419 -0.351
H -1.647 2.223 -4.350
H 2.617 2.430 -3.681
H 0.625 3.020 -5.120
H 3.536 0.856 -2.031
H 2.873 1.875 -0.712
H -2.245 -1.245 -3.985
H -3.012 1.058 -2.778
H -0.694 -3.566 -2.605
O -2.016 -2.173 -4.210
H -2.640 -2.399 -4.925
H -0.129 -1.068 0.109
O -0.267 -4.007 -1.838
H 0.485 -3.435 -1.600
C 2.801 -1.770 -1.458
H 3.840 -1.637 -1.769
H 2.681 -2.703 -0.901
H 2.137 -1.787 -2.326
C 3.606 -0.340 0.892
H 3.537 -1.256 1.483
H 4.593 -0.268 0.426
H 3.423 0.516 1.545
C -3.030 1.860 0.398
H -4.001 2.062 -0.080
H -3.143 1.656 1.471
H -2.359 2.719 0.258
C -3.415 -0.975 -0.250
H -3.565 -1.131 0.827
H -4.365 -0.749 -0.754
H -2.941 -1.862 -0.691
C 1.173 0.520 3.421
S -0.339 0.960 2.610
O -1.227 -0.191 2.641
O -0.797 2.217 3.133
O 0.276 1.176 1.152
H 0.907 0.424 4.482
H 1.870 1.354 3.240
H 1.532 -0.431 2.987

***

[8]
The following is a quantum chemistry calculation of an isolated ion of composition C2H7N2S2 and charge +1, from the Open Molecules 2025 dataset.

Kohn-Sham gap: 0.3521 hartree
SMILES: SN1C[NH2+]CS1
E_LUMO: -3.92 eV
Net charge: +1
DFT total energy: -26828.92702 eV
HOMO energy: -13.5 eV
Relative energy (zero: lowest compared OMol25 entry of this formula, charge and spin): 69.3 kcal per mole
Multiplicity: 1

Cartesian coordinates (Å):
S -2.450 0.769 -0.415
N -1.410 -0.215 0.777
C -0.058 0.499 0.872
N 0.784 -0.032 -0.148
C 0.129 -1.149 -0.917
S -1.131 -1.838 0.338
H -3.626 0.451 0.101
H -0.319 1.539 0.830
H 0.302 0.433 1.890
H 1.039 0.616 -0.928
H 1.729 -0.424 0.358
H -0.445 -0.597 -1.555
H 0.906 -1.756 -1.357

***

[9]
The following is a quantum chemistry calculation of C23H13F3N5PrS2 as an isolated structure, from the Open Molecules 2025 dataset.

Kohn-Sham gap (alpha / beta): 0.2226 / 0.2237 hartree
<S²>: 2.00
E_LUMO (alpha / beta): -1.54 / -1.51 eV
DFT total energy: -75402.61689 eV
HOMO energy (alpha / beta): -7.6 / -7.6 eV
Relative energy (zero: lowest compared OMol25 entry of this formula, charge and spin): 10.3 kcal per mole
Multiplicity: 3

Cartesian coordinates (Å):
Pr 11.307 17.842 4.672
S 14.234 18.347 4.522
C 13.856 18.945 6.066
S 12.507 18.587 7.156
C 14.757 19.930 6.584
C 14.502 20.656 7.786
N 14.356 21.310 8.742
C 15.761 20.532 5.816
N 16.539 21.136 5.201
N 8.719 20.277 4.854
C 8.163 19.015 4.757
C 6.766 19.032 4.594
C 6.020 17.890 4.644
C 6.751 16.673 4.798
C 8.093 16.673 4.882
N 8.839 17.827 4.829
C 10.077 20.579 4.963
C 10.460 21.485 5.981
C 11.723 22.040 5.942
C 12.568 21.810 4.846
C 12.152 20.922 3.879
N 11.010 20.198 4.007
H 8.104 20.967 5.234
H 6.239 19.988 4.594
H 4.889 17.898 4.715
H 6.132 15.746 4.813
H 8.718 15.789 4.901
H 9.786 21.697 6.786
H 12.006 22.721 6.760
H 13.556 22.290 4.844
H 12.747 20.688 3.018
F 12.066 7.987 4.958
C 10.890 8.675 5.012
F 10.112 8.160 4.005
F 10.298 8.267 6.159
C 11.026 10.150 4.956
C 12.292 10.780 4.830
C 12.282 12.155 4.611
C 11.093 12.918 4.547
C 9.896 12.268 4.797
C 9.876 10.940 5.094
C 11.091 14.310 4.238
C 11.197 15.526 3.971
H 13.200 10.139 4.926
H 13.246 12.674 4.534
H 8.956 12.834 4.767
H 8.939 10.491 5.438

***

[10]
The following is a quantum chemistry calculation of the molecule C3H6FN, from the Open Molecules 2025 dataset.

Kohn-Sham gap: 0.3621 hartree
SMILES: FC1CNC1
E_LUMO: 1.08 eV
DFT total energy: -7412.95388 eV
HOMO energy: -8.8 eV
Relative energy (zero: lowest compared OMol25 entry of this formula, charge and spin): 44.0 kcal per mole
Multiplicity: 1

Cartesian coordinates (Å):
F -2.039 -0.043 -0.240
C -0.835 0.084 0.442
C 0.163 1.120 -0.223
N 1.176 -0.087 -0.134
C 0.157 -0.969 -0.243
H -0.849 -0.141 1.626
H 0.070 1.303 -1.328
H 0.298 2.056 0.394
H 1.672 -0.121 0.660
H 0.417 -1.984 0.342
H -0.232 -1.217 -1.295

***

Which formula does entry 2 have?
C6H28N2O7